Entry 1:
A molecular structure, C41H41AgN4PSe2Si. Source: the OMol25 dataset; level of theory: ωB97M-V/def2-TZVPD.

CARTESIAN COORDINATES (ANGSTROEM)
Ag (-1.0580, -0.8223, -0.9705)
Se (-3.4952, -0.2138, -0.0867)
P (-3.4330, -1.7602, 1.4589)
Se (-1.8545, -3.1821, 1.3807)
C (-3.4502, -0.9129, 3.0966)
C (-2.8401, -1.5066, 4.1975)
C (-2.8853, -0.8951, 5.4441)
C (-3.5444, 0.3146, 5.6056)
C (-4.1512, 0.9163, 4.5106)
C (-4.0964, 0.3104, 3.2644)
C (-5.0806, -2.5691, 1.4820)
C (-5.1859, -3.9522, 1.5187)
C (-6.4355, -4.5616, 1.5620)
C (-7.5863, -3.7907, 1.5735)
C (-7.4879, -2.4038, 1.5320)
C (-6.2432, -1.7991, 1.4806)
H (-2.3154, -2.4436, 4.0551)
H (-2.3961, -1.3664, 6.2878)
H (-3.5722, 0.7938, 6.5767)
H (-4.6534, 1.8694, 4.6239)
H (-4.5241, 0.8064, 2.4013)
H (-4.2752, -4.5391, 1.5145)
H (-6.5001, -5.6425, 1.5865)
H (-8.5591, -4.2659, 1.6089)
H (-8.3830, -1.7942, 1.5316)
H (-6.1733, -0.7203, 1.4187)
C (0.9490, -1.6416, -1.4652)
Si (2.0791, -0.9596, -0.2474)
C (1.6605, 0.8185, 0.2961)
N (0.2511, 1.0245, 0.6158)
C (-0.1249, 0.5944, 1.9765)
C (-0.7596, 1.7200, 2.7843)
C (0.0995, 2.9754, 2.6699)
C (0.1677, 3.4545, 1.2057)
C (-0.2719, 2.3316, 0.2599)
C (3.8616, -0.7154, -0.8970)
C (4.9822, -1.3512, -0.3590)
C (6.2541, -1.1714, -0.8953)
C (6.4394, -0.3386, -1.9883)
C (5.3431, 0.3119, -2.5423)
C (4.0800, 0.1193, -2.0012)
C (2.2481, -2.0137, 1.3106)
C (2.8696, -1.5152, 2.4596)
C (3.0051, -2.2822, 3.6096)
C (2.5173, -3.5819, 3.6329)
C (1.9057, -4.1045, 2.5029)
C (1.7776, -3.3282, 1.3580)
H (0.8965, -2.7319, -1.4366)
H (1.2829, -1.3545, -2.4701)
H (1.9204, 1.4467, -0.5664)
H (2.3322, 1.1535, 1.1068)
H (0.7819, 0.2709, 2.4979)
H (-0.7750, -0.2817, 1.9259)
H (-0.8594, 1.3928, 3.8216)
H (-1.7756, 1.9135, 2.4274)
H (1.1076, 2.7302, 3.0212)
H (-0.2674, 3.7747, 3.3177)
H (1.1806, 3.7851, 0.9618)
H (-0.4875, 4.3183, 1.0500)
H (0.0272, 2.5469, -0.7692)
H (-1.3643, 2.2628, 0.2482)
H (4.8616, -2.0059, 0.4973)
H (7.1024, -1.6825, -0.4549)
H (7.4289, -0.1939, -2.4052)
H (5.4771, 0.9721, -3.3923)
H (3.2380, 0.6390, -2.4538)
H (3.2599, -0.5030, 2.4613)
H (3.4841, -1.8638, 4.4871)
H (2.6076, -4.1813, 4.5310)
H (1.5092, -5.1126, 2.5187)
H (1.2730, -3.7431, 0.4937)
N (5.4442, 3.8587, -8.1896)
C (4.5433, 3.5466, -7.5480)
C (3.4079, 3.1541, -6.7379)
C (2.2469, 3.9159, -6.7625)
C (1.1609, 3.5482, -5.9876)
C (1.2342, 2.4190, -5.1786)
C (2.4001, 1.6565, -5.1520)
C (3.4807, 2.0219, -5.9339)
N (0.1407, 2.0601, -4.3684)
C (-0.8975, 2.8761, -3.9332)
C (-1.6744, 2.0967, -3.1408)
N (-1.1604, 0.8180, -3.0748)
C (-0.0960, 0.8272, -3.8113)
H (2.1897, 4.7924, -7.3932)
H (0.2541, 4.1331, -6.0314)
H (2.4852, 0.7965, -4.5032)
H (4.3882, 1.4344, -5.9049)
H (-0.9481, 3.9215, -4.1757)
H (-2.5509, 2.3742, -2.5790)
H (0.5547, -0.0194, -3.9539)

The total charge is -1. Its HOMO energy is -3.9 eV. As for the energy above the lowest of the compared OMol25 structures with the same formula, charge and spin: 4.9 kJ/mol.

=====

Entry 2:
4 unconnected molecules or ions with the total composition C11H31NO12PS3 in a non-equilibrium geometry. Source: the OMol25 dataset; level of theory: ωB97M-V/def2-TZVPD.

CARTESIAN COORDINATES (ANGSTROEM)
O (6.1387, -2.0100, -0.5636)
N (7.0151, -1.6427, -1.2404)
O (6.6062, -0.5971, -2.1293)
P (5.9780, 0.7126, -1.2921)
C (4.2330, 1.1306, -1.7189)
C (3.2521, -0.1040, -1.8174)
O (2.1358, 0.1222, -1.0013)
H (6.7886, 1.8223, -1.6645)
H (6.1692, 0.5682, 0.1087)
H (4.2241, 1.6969, -2.6617)
H (3.8590, 1.8008, -0.9258)
H (3.7189, -1.0688, -1.5584)
H (2.9603, -0.1839, -2.8728)
H (2.3984, 0.2784, -0.0959)
O (-2.3259, -2.6662, 0.7069)
S (-1.6110, -3.8831, 0.4421)
O (-0.3491, -4.1531, 1.0744)
O (-1.4380, -4.0454, -1.1505)
C (-0.8091, -2.9765, -1.8661)
C (0.6878, -2.9264, -1.6213)
C (-2.6788, -5.2643, 0.7002)
H (-1.2826, -2.0240, -1.6147)
H (-0.9982, -3.1599, -2.9238)
H (0.9084, -2.6820, -0.5823)
H (1.1554, -2.1674, -2.2505)
H (1.1456, -3.8946, -1.8309)
H (-3.6235, -5.0811, 0.1944)
H (-2.8355, -5.3556, 1.7730)
H (-2.1949, -6.1592, 0.3168)
O (-0.1384, 4.6887, -3.3855)
S (-1.3550, 3.9759, -3.1098)
O (-2.2888, 4.4504, -2.1295)
O (-0.9854, 2.4436, -2.7811)
C (-0.0534, 2.1948, -1.7196)
C (-0.6638, 2.4149, -0.3497)
C (-2.2235, 3.6868, -4.6194)
H (0.8474, 2.8024, -1.8562)
H (0.2419, 1.1523, -1.8039)
H (-0.9256, 3.4587, -0.1798)
H (0.0373, 2.1169, 0.4321)
H (-1.5796, 1.8334, -0.2456)
H (-1.5300, 3.2940, -5.3587)
H (-2.6257, 4.6426, -4.9487)
H (-3.0337, 2.9870, -4.4298)
O (-2.0158, 1.9887, 2.8201)
S (-1.9583, 1.6489, 4.2139)
O (-0.6981, 1.4598, 4.8783)
O (-2.8847, 0.3607, 4.4676)
C (-2.6265, -0.8227, 3.6926)
C (-1.3705, -1.5478, 4.1386)
C (-2.9128, 2.8066, 5.1434)
H (-2.5829, -0.5753, 2.6294)
H (-3.4887, -1.4738, 3.8356)
H (-0.4793, -0.9489, 3.9519)
H (-1.2601, -2.4897, 3.5994)
H (-1.4047, -1.7520, 5.2097)
H (-3.8812, 2.9318, 4.6656)
H (-2.3674, 3.7481, 5.1453)
H (-3.0210, 2.4365, 6.1599)

The total charge is +1. Its HOMO energy is -12.2 eV.

=====

Entry 3:
A molecular structure, C42H51ClN4O11P3SSc in a non-equilibrium geometry. Source: the OMol25 dataset; level of theory: ωB97M-V/def2-TZVPD.

CARTESIAN COORDINATES (ANGSTROEM)
Sc (-0.2450, -0.4422, 0.5850)
Cl (-0.1553, -7.1905, 3.7300)
C (-0.4411, -5.5452, 3.1590)
C (-1.1534, -4.6518, 3.9602)
C (-1.3273, -3.3467, 3.5468)
C (-0.7930, -2.8980, 2.3272)
O (-0.9330, -1.6570, 1.9642)
C (-0.1532, -3.8381, 1.5024)
C (0.2325, -3.4661, 0.1265)
O (0.3482, -2.2840, -0.2740)
C (0.0318, -5.1495, 1.9317)
H (-1.5761, -4.9943, 4.8952)
H (-1.8648, -2.6185, 4.1474)
H (0.7338, -4.2414, -0.4436)
H (0.5312, -5.8610, 1.2799)
O (1.6098, -1.7037, 3.4324)
P (1.5342, -0.1286, 3.0857)
O (2.6061, 0.5835, 3.8041)
O (1.4700, -0.0649, 1.5592)
O (0.0837, 0.2870, 3.7097)
P (-1.2423, 0.9936, 3.0570)
O (-1.0996, 2.4874, 3.6732)
O (-2.4814, 0.3866, 3.5736)
O (-0.9808, 1.1677, 1.5671)
H (1.9375, -1.7832, 4.3483)
H (-1.6494, 2.5033, 4.4787)
C (-6.0392, 2.9236, 5.3862)
O (-5.2614, 3.5276, 4.3754)
C (-5.6220, 3.2599, 3.0942)
C (-6.8213, 2.6667, 2.7337)
C (-7.1246, 2.4880, 1.3816)
C (-6.2346, 2.8518, 0.3903)
C (-5.0192, 3.4376, 0.7791)
C (-4.7237, 3.6492, 2.1105)
N (-6.6926, 2.8160, -0.9891)
N (-5.9123, 2.5539, -1.9423)
C (-4.6496, 1.9116, -1.7643)
C (-3.6268, 2.4081, -2.5420)
C (-2.2888, 2.0467, -2.3507)
C (-1.9420, 1.0937, -1.4010)
O (-0.7356, 0.7788, -1.1065)
C (-3.0265, 0.4063, -0.7348)
N (-2.6462, -0.6535, 0.0289)
C (-3.5619, -1.3302, 0.6649)
C (-4.9308, -1.0531, 0.5236)
C (-5.3286, -0.0132, -0.2637)
C (-4.3591, 0.8049, -0.8933)
H (-5.5462, 3.1475, 6.3273)
H (-6.0891, 1.8391, 5.2565)
H (-7.0554, 3.3280, 5.4131)
H (-7.5300, 2.3393, 3.4825)
H (-8.0685, 2.0336, 1.0928)
H (-4.3030, 3.7364, 0.0230)
H (-3.7766, 4.0922, 2.4068)
H (-3.8853, 3.1900, -3.2491)
H (-1.4967, 2.5372, -2.9101)
H (-3.2222, -2.1559, 1.2778)
H (-5.6558, -1.6808, 1.0274)
H (-6.3772, 0.1712, -0.4286)
S (-1.9858, -4.3963, -0.7924)
C (-2.0257, -4.1562, -2.4550)
N (-2.0699, -4.0131, -3.6152)
C (5.7679, -2.3371, -1.6803)
C (5.3389, -1.6729, -0.3726)
C (4.3381, -0.5281, -0.6360)
C (3.4692, -0.7820, -1.9000)
C (3.2367, -2.2988, -2.0193)
C (4.5573, -3.0001, -2.3777)
P (1.8579, 0.1041, -1.6977)
C (1.0954, 0.0504, -3.4048)
C (0.1249, -1.1396, -3.5707)
C (-0.4355, -1.1511, -4.9915)
C (0.6779, -1.4556, -6.0196)
C (2.0744, -1.1108, -5.4742)
C (2.0442, 0.1701, -4.6357)
C (2.3333, 1.9158, -1.6861)
C (3.4740, 2.3683, -2.6277)
C (4.2061, 3.6139, -2.0943)
C (3.1983, 4.5856, -1.4813)
C (2.5804, 3.9687, -0.2078)
C (2.5818, 2.4290, -0.2515)
H (6.5473, -3.0775, -1.4897)
H (6.2070, -1.5774, -2.3375)
H (6.2093, -1.2912, 0.1658)
H (4.8743, -2.4295, 0.2718)
H (4.8808, 0.4165, -0.7467)
H (3.6813, -0.4270, 0.2299)
H (4.0034, -0.4438, -2.7926)
H (2.4825, -2.5370, -2.7688)
H (2.8464, -2.6608, -1.0628)
H (4.7003, -2.9661, -3.4622)
H (4.4967, -4.0571, -2.0973)
H (0.4591, 0.9349, -3.3770)
H (-0.6804, -1.0515, -2.8468)
H (0.6047, -2.1023, -3.3658)
H (-0.8806, -0.1682, -5.1956)
H (-1.2270, -1.8951, -5.0549)
H (0.4999, -0.8870, -6.9394)
H (0.6485, -2.5161, -6.2909)
H (2.7809, -0.9927, -6.3009)
H (2.4474, -1.9356, -4.8562)
H (1.6998, 0.9912, -5.2772)
H (3.0615, 0.4209, -4.3345)
H (1.3965, 2.3790, -2.0105)
H (3.0574, 2.6075, -3.6105)
H (4.2076, 1.5694, -2.7763)
H (4.7634, 4.0891, -2.9059)
H (4.9354, 3.3236, -1.3269)
H (2.4143, 4.7854, -2.2233)
H (3.6720, 5.5430, -1.2507)
H (1.5538, 4.3275, -0.0818)
H (3.1432, 4.2969, 0.6715)
H (1.8159, 2.0501, 0.4099)
H (3.5345, 2.0460, 0.1255)

The total charge is -2. Its HOMO energy is -2.9 eV. As for the energy above the lowest of the compared OMol25 structures with the same formula, charge and spin: 88.7 kJ/mol.

=====

Entry 4:
2 unconnected molecules or ions with the total composition C3H9OSi in a non-equilibrium geometry. Source: the OMol25 dataset; level of theory: ωB97M-V/def2-TZVPD.

CARTESIAN COORDINATES (ANGSTROEM)
C (4.3847, -0.1128, 0.3332)
C (-3.0103, 0.5509, 0.5672)
C (-2.6317, -0.6639, -0.2667)
O (1.5160, 0.9570, -0.5427)
Si (2.9861, 0.5461, -0.5158)
H (5.3201, 0.3389, 0.5508)
H (4.4477, -1.1574, 0.3314)
H (-4.0265, 0.4129, 1.0792)
H (-3.1419, 1.3378, -0.0950)
H (-2.2416, 0.9429, 1.2977)
H (-1.5771, -0.6089, -0.6177)
H (-2.9337, -1.6496, 0.3423)
H (-3.3832, -0.8449, -1.0860)
H (4.2913, -0.0491, -1.3778)

The total charge is +1. Its HOMO energy is -13.1 eV. As for the energy above the lowest of the compared OMol25 structures with the same formula, charge and spin: 422.8 kJ/mol.

=====

Listing frontier orbital gap for the structures above in their given order: 5.597 6.680 6.760 4.828 eV.
Listing lowest unoccupied orbital energy for the structures above in their given order: 1.67 -5.55 3.91 -8.28 eV.